Record 1
19
Properties=species:S:1:pos:R:3 method="wB97M-V/def2-TZVPD" relative_energy_ev=5.187 charge=+1 homo_energy_ha="-0.5105 / -0.4923" gap_ev="9.15 / 8.61"
C -0.03 -2.12 -0.66
H 0.70 -2.74 -0.13
H 0.79 2.62 0.83
H -0.96 0.26 1.20
H -2.07 -0.40 -0.64
N -0.18 -0.72 -0.37
C -0.12 -0.39 1.00
H 0.29 -1.17 1.58
H -1.33 -0.85 -2.21
H 1.18 1.97 2.53
H -0.95 -2.79 -0.58
H 0.59 -0.09 -0.83
H -1.03 0.77 -1.56
H 2.31 3.11 1.72
H 0.28 -2.36 -1.65
C 1.56 2.29 1.54
C -1.26 -0.22 -1.34
N 2.00 1.05 0.84
Cl 2.20 1.26 -0.87

Record 2
58
Properties=species:S:1:pos:R:3 method="wB97M-V/def2-TZVPD" relative_energy_ev=0.826 charge=0 homo_energy_ha=-0.3183 smiles="CS[C@@H](C)[C@@H](O)C(=O)NCC1(O)CCN(C(=O)Cc2ccc(CO)cc2)CC1" gap_ev=9.17
C -0.45 0.02 0.25
C -3.75 8.07 0.11
H 0.46 0.54 -1.63
H 2.44 -3.28 -1.17
H -5.30 9.06 0.76
H 0.16 -1.19 -1.44
C 1.21 -6.14 0.99
O 2.80 -0.57 -1.59
H 0.16 -6.08 1.29
C -2.15 6.31 -0.66
C 1.94 -0.47 -0.45
O -5.06 8.13 0.65
H -0.49 -0.83 0.93
C 1.29 -6.07 -0.53
H 2.71 0.22 -2.12
C -3.27 6.64 0.09
H -1.65 7.08 -1.25
H 1.63 1.91 2.08
C -1.76 2.61 0.06
C 0.49 -0.29 -0.91
C -3.90 5.65 0.83
C 2.15 -1.78 0.30
H -3.06 8.67 0.70
H -0.78 4.78 -1.25
H -4.77 5.90 1.41
H 1.75 -5.31 1.45
H 4.71 -7.54 -0.89
C -0.43 2.47 0.79
H 3.35 0.52 0.84
H -3.74 8.46 -0.92
C 3.73 -7.42 -0.44
O -0.90 -5.22 -1.11
C 1.36 1.01 1.54
C 2.36 0.71 0.43
H 0.83 -4.68 -2.13
H -1.11 -5.64 -1.95
H 3.21 -1.85 0.56
C -2.29 4.02 0.07
H 3.85 -7.31 0.64
S 2.99 -5.96 -1.18
H 1.56 -1.80 1.21
H 1.32 0.18 2.26
H -2.49 1.94 0.51
H 2.44 1.60 -0.21
C 0.48 -4.89 -1.11
C -1.66 5.02 -0.67
H -1.63 2.27 -0.97
H -1.46 0.19 -0.11
O -0.19 -3.29 0.56
H -3.91 3.59 1.40
H 3.13 -8.31 -0.65
C -3.41 4.35 0.81
O 0.19 3.44 1.18
N 0.03 1.19 0.99
N 1.79 -2.94 -0.48
H 1.62 -7.08 1.36
C 0.64 -3.63 -0.26
H 0.85 -6.97 -0.96

Record 3
10
Properties=species:S:1:pos:R:3 method="wB97M-V/def2-TZVPD" relative_energy_ev=3.499 charge=0 homo_energy_ha=-0.3624 gap_ev=10.57
N -2.16 -0.65 -0.25
H 1.13 0.43 -1.59
H 1.20 0.15 1.67
O 0.21 -0.08 1.54
C 1.25 0.44 -0.41
H -2.19 -0.50 0.76
H -0.77 -0.29 -1.57
C -1.03 -0.28 -0.56
N 0.12 0.02 0.20
O 2.24 0.77 0.20

Record 4
53
Properties=species:S:1:pos:R:3 method="wB97M-V/def2-TZVPD" relative_energy_ev=5.473 spin_multiplicity=5 charge=0 homo_energy_ha="-0.1907 / -0.2004" gap_ev="3.37 / 3.29"
H -1.69 0.05 -2.55
H -0.32 4.87 0.67
H 1.81 -4.25 -1.87
N 0.74 1.86 -0.18
H 1.50 1.08 -3.51
N 1.50 -1.03 -0.65
H -2.48 -0.43 1.51
O 2.25 0.96 -4.17
C 0.87 -0.68 3.00
Cr 0.00 0.00 0.00
H -0.77 -4.59 0.59
O 0.17 -2.26 -4.59
C 0.55 4.21 0.67
H 1.10 4.37 1.59
C 1.19 -2.40 -0.86
H -1.41 1.11 -1.34
H 3.13 -3.30 -1.17
C 2.85 0.24 4.07
H 2.71 1.15 0.88
N -0.66 -1.77 0.43
N -1.32 0.98 1.15
C 0.15 2.74 0.53
H 3.49 0.35 4.94
H -0.54 -1.76 4.15
O 2.85 -0.66 -0.75
H -2.45 2.70 2.94
C 2.36 0.66 1.76
C 0.01 -2.79 -0.32
O -1.82 -2.16 1.12
C -1.85 3.21 2.19
C 3.19 0.82 2.87
N -0.22 -1.54 3.19
N 1.18 -0.07 1.79
H -0.21 -2.39 2.63
H -1.61 -4.07 -0.88
C -1.06 2.23 1.32
H 4.10 1.40 2.79
H 2.32 -2.76 -2.64
C -0.63 -4.17 -0.40
H 1.92 0.04 -4.56
H -1.20 3.88 2.73
H -0.05 -4.87 -0.99
H -2.53 3.80 1.58
H -0.58 -1.87 -4.07
H 1.19 4.54 -0.15
H -2.13 -0.43 -1.00
C 1.70 -0.52 4.14
O 1.88 2.29 -0.89
C -1.31 0.04 -1.53
O -2.45 0.48 1.83
H 1.45 -1.00 5.07
H 1.91 1.61 -1.60
C 2.17 -3.24 -1.67

Record 5
26
Properties=species:S:1:pos:R:3 method="wB97M-V/def2-TZVPD" relative_energy_ev=2.049 charge=+1 homo_energy_ha=-0.5081 gap_ev=10.63
H 3.91 29.73 15.30
H 0.74 25.95 15.91
H 3.25 29.22 18.63
H -0.10 29.50 15.52
H 4.37 27.10 15.68
H -0.93 28.07 20.14
O 2.43 29.14 14.53
H 2.57 25.60 17.58
H 2.55 28.68 17.21
H 4.76 26.30 17.01
O 4.80 30.02 15.54
H 2.10 28.29 14.77
H 4.86 30.96 15.41
O -0.09 27.75 19.78
O 0.88 26.92 15.88
H 2.70 29.09 13.63
H -0.92 29.67 16.74
O 0.03 29.65 16.45
N 2.39 29.01 18.14
H 0.30 27.38 16.48
H 0.12 27.03 20.37
H 1.82 28.31 18.61
H 1.89 29.89 17.99
O 2.48 25.61 18.53
H 1.56 25.41 18.70
O 4.56 27.14 16.64

Record 6
11
Properties=species:S:1:pos:R:3 method="wB97M-V/def2-TZVPD" relative_energy_ev=1.909 charge=0 homo_energy_ha=-0.3294 smiles="C=CC(S)(S)Cl" gap_ev=8.94
S 1.11 1.49 -1.20
H 2.29 1.96 -0.98
Cl 1.87 -1.55 -0.73
H -2.18 -0.99 -0.72
C -0.38 -0.48 0.25
C 1.02 -0.24 0.03
H -0.74 -0.22 1.38
C -1.12 -0.68 -0.82
H -0.64 -0.68 -1.81
S 1.93 0.30 1.55
H 3.09 0.03 0.96

Record 7
93
Properties=species:S:1:pos:R:3 method="wB97M-V/def2-TZVPD" relative_energy_ev=4.853 spin_multiplicity=4 charge=+1 homo_energy_ha="-0.4162 / -0.4229" gap_ev="6.92 / 7.05"
H -28.34 20.39 -0.76
H -16.09 18.25 7.33
C -25.27 20.55 0.08
H -22.19 21.12 -0.70
H -14.72 20.37 2.38
H -20.82 23.95 5.29
H -13.61 15.08 3.63
H -20.47 23.07 0.02
H -15.85 16.55 -0.40
O -18.68 20.11 2.88
H -18.59 29.05 3.34
H -16.84 16.46 1.02
H -21.86 17.66 7.43
H -19.30 21.38 -0.05
H -14.57 17.25 7.71
H -15.69 15.18 -3.01
H -20.98 23.57 3.58
H -20.82 24.73 0.62
H -22.84 21.33 0.94
O -14.49 18.53 6.13
C -19.63 17.02 -0.75
H -20.69 16.79 -0.79
O -26.39 20.71 -0.63
O -24.27 20.91 -0.62
H -20.38 20.23 0.76
H -16.66 14.63 -4.25
O -16.38 18.91 4.82
H -22.83 21.66 3.00
H -19.38 23.47 4.30
O -19.50 27.35 3.82
H -21.95 20.28 2.70
C -19.35 20.57 0.68
C -22.48 17.27 6.62
H -13.72 21.43 3.35
H -19.33 29.14 4.99
H -27.67 19.25 0.44
O -25.21 20.02 1.23
O -23.02 18.30 5.77
H -20.22 24.97 -5.24
C -20.33 24.01 4.32
C -19.75 24.35 -4.48
H -23.40 16.97 7.13
O -15.13 17.82 1.26
C -15.16 19.09 5.08
C -18.94 21.19 2.07
H -22.17 23.59 0.10
H -27.94 20.92 0.79
H -17.98 21.70 2.00
C -18.06 16.02 -2.35
H -19.47 22.06 2.45
C -20.61 23.83 -2.38
H -19.08 16.43 -0.01
O -17.35 16.36 -3.49
O -22.86 20.13 4.49
C -22.20 20.95 3.52
O -20.37 22.61 -2.49
O -20.93 19.24 5.18
H -21.99 16.42 6.14
H -20.10 23.34 -4.72
C -16.16 17.12 0.47
H -18.67 24.28 -4.55
H -18.73 19.79 0.25
C -21.14 23.93 -0.05
C -13.65 14.88 2.56
H -12.61 15.02 2.26
H -15.63 16.04 -4.64
O -14.51 15.82 1.87
O -20.21 24.71 -3.23
C -22.17 19.17 5.15
C -27.57 20.25 0.01
H -19.73 18.05 -0.42
O -21.23 24.40 -1.38
C -18.83 28.51 4.26
H -22.76 19.77 0.27
H -21.27 21.39 3.89
C -22.98 20.80 -0.01
O -18.78 17.08 -1.95
H -13.90 13.86 2.28
H -16.72 17.94 0.01
C -16.24 15.57 -3.87
H -15.46 21.48 3.46
O -17.96 14.95 -1.74
H -17.87 28.18 4.66
O -13.29 17.53 2.58
C -15.26 17.65 6.96
C -19.25 26.16 4.30
O -14.34 19.90 4.52
O -20.31 25.37 3.90
C -14.61 20.80 3.38
C -14.26 17.12 1.99
V -18.61 18.86 4.74
H -15.76 16.91 6.34
O -18.24 25.80 4.89

Record 8
82
Properties=species:S:1:pos:R:3 method="wB97M-V/def2-TZVPD" relative_energy_ev=0.604 spin_multiplicity=5 charge=+1 homo_energy_ha="-0.3887 / -0.4265" gap_ev="8.14 / 6.34"
C -2.95 0.28 2.25
C 1.23 -3.74 -0.88
F -4.30 4.95 0.08
H -2.48 -3.88 -0.56
H 0.75 -4.51 -1.46
H -4.79 -2.19 1.44
C -2.15 -3.57 -1.55
H 3.68 -0.31 5.58
H -3.70 -1.18 -2.10
H -3.90 0.05 -3.39
C -1.78 -2.51 1.85
O -1.74 3.13 1.75
H -2.40 -2.82 2.69
H -4.42 -2.43 -0.26
H 3.63 -1.86 4.72
H 1.52 -1.09 4.21
H 6.39 2.27 -2.08
O -1.76 4.11 -0.53
N 2.70 1.54 2.82
Br 3.53 -1.68 -3.06
C 3.58 -0.78 4.60
C 5.17 0.58 -2.52
H 2.28 2.18 2.15
H 2.95 -4.93 -0.41
H 0.17 -1.06 -3.52
N 2.29 -0.47 3.98
H 4.82 1.43 2.70
Pt 0.15 0.33 0.30
H 5.90 0.05 -3.11
C 3.21 1.78 -1.07
N 1.20 -1.55 0.00
S -2.32 3.25 0.46
H 4.16 1.76 4.33
S 0.26 0.52 2.66
C 4.03 1.93 3.27
Si -2.42 1.02 -1.63
H -2.94 3.38 -2.44
H -1.52 -1.42 -3.93
H -0.34 -2.72 -3.82
H -1.08 1.24 -3.64
H -3.04 -3.41 -2.17
O 0.90 2.04 -0.44
H -5.06 -0.88 0.31
H -4.49 2.45 -2.29
H -1.62 -3.39 1.21
H 0.07 1.04 -2.31
H -4.79 0.20 -1.87
C 0.60 -2.51 -0.73
C 2.40 -1.75 0.55
C -4.39 -1.71 0.55
C 3.06 -2.96 0.42
H -0.75 2.58 -2.54
N 2.94 0.60 -1.64
F -4.95 2.90 0.28
C 1.94 0.53 3.18
H -3.91 0.77 2.06
C -1.69 -0.59 -0.58
C -0.64 -1.76 -3.38
H -3.42 2.20 -3.71
H 4.59 3.37 -0.70
Si -1.05 -2.05 -1.58
H 2.82 -0.92 1.10
C 4.44 2.42 -1.18
H 4.40 -0.48 3.96
C -0.86 1.50 -2.61
H 4.11 3.00 3.09
C -3.47 2.46 -2.66
C -3.86 -0.13 -2.31
H -2.20 1.07 2.29
C 2.13 2.43 -0.23
C 2.46 -3.97 -0.30
H -1.61 -4.41 -2.01
C -4.09 3.81 0.73
C 3.90 0.03 -2.32
C 5.43 1.80 -1.94
H 4.03 -3.08 0.88
F -4.31 4.00 2.03
O 2.43 3.33 0.54
H -3.00 -0.18 3.24
O -2.60 1.84 -0.10
H -0.81 -2.21 2.25
Si -2.67 -1.08 1.00

Record 9
17
Properties=species:S:1:pos:R:3 method="wB97M-V/def2-TZVPD" relative_energy_ev=3.414 spin_multiplicity=2 charge=+1 homo_energy_ha="-0.5022 / -0.5022" gap_ev="10.20 / 4.64"
C -0.53 -0.92 -1.51
H -1.08 1.14 -1.78
H -1.41 -1.68 -1.50
H 0.43 -1.23 -1.01
H -1.19 2.86 0.54
H 1.17 3.14 -1.07
H -0.63 -4.54 3.29
H 0.48 -5.09 4.22
H 0.85 0.46 0.20
N -0.77 0.57 -1.07
H 1.45 0.65 -1.45
C 0.61 1.05 -0.71
O -0.72 3.47 0.00
H 1.04 2.72 0.71
C 0.56 2.65 -0.25
O -0.01 -4.27 3.96
H -0.26 -0.96 -2.57

Record 10
121
Properties=species:S:1:pos:R:3 method="wB97M-V/def2-TZVPD" charge=+1 homo_energy_ha=-0.3613 gap_ev=6.85
H -6.63 -2.31 -5.20
H -1.41 -2.39 -5.11
H 3.69 5.08 3.59
H 0.32 -3.28 -1.63
H -0.36 -4.84 -0.29
H -7.24 4.20 2.82
C 2.39 2.60 7.50
H -2.83 -1.53 -2.37
H -3.33 -4.27 -1.38
F 1.56 -1.15 -4.53
H -0.27 2.39 -5.57
C -0.25 -2.98 -2.57
C 3.90 4.36 2.73
H 1.49 1.05 -2.47
H -1.98 -0.35 0.10
C -7.44 -0.69 -3.91
C -6.53 -2.03 -4.09
H 0.33 0.86 -5.89
C -0.22 -0.70 -1.25
C 4.70 2.48 -2.69
H -4.61 -3.59 -3.00
C 5.57 -2.56 4.52
O 3.51 -2.51 5.56
C 6.12 -3.33 5.54
H 2.38 0.37 -0.37
C 7.46 -3.68 5.49
C 3.08 0.09 -1.25
C 3.22 1.76 6.76
N -0.54 1.39 -5.69
H 0.03 0.32 8.39
C 4.35 2.48 0.38
O 5.11 1.54 5.45
H 5.15 1.92 -3.60
H -2.79 2.13 -4.30
C 3.67 3.87 0.12
H -1.60 1.13 -1.10
H 5.39 3.39 -2.54
H 7.90 -4.28 6.29
H -6.84 -2.86 -3.37
H 9.30 -3.54 4.39
H 8.31 -2.19 2.56
H 5.93 -1.56 2.63
H 3.57 -0.26 6.05
O 4.66 3.49 6.28
N 4.42 2.30 6.12
C 8.25 -3.27 4.42
H -3.11 -6.24 -2.50
H -3.89 -3.29 -4.74
C 0.93 0.73 7.93
H 2.93 0.49 -3.43
O -7.46 -1.47 -1.30
H 5.92 -0.73 -0.64
O -6.44 0.71 -1.77
O -2.59 1.33 -3.78
C 1.78 -0.11 7.20
H 6.51 0.09 -2.18
Cl -9.34 0.85 -1.71
C 1.54 -1.19 -3.07
F -2.31 -2.85 -0.28
P -1.72 -4.90 -3.71
C -1.88 -1.65 -4.38
C -6.97 4.36 1.78
C 6.18 0.29 -1.11
C -2.24 -3.91 -1.28
C 7.70 -2.51 3.39
O 3.71 -1.51 3.65
H 1.53 -1.16 7.09
C -6.89 5.65 1.27
F 2.34 -2.32 -2.72
H -7.00 0.21 -4.46
H 2.62 3.65 7.62
O -6.72 8.12 0.14
H -1.45 -6.10 -1.12
C -4.03 -2.88 -3.67
H -6.02 4.87 -1.94
O -3.06 -5.90 -3.42
H 4.92 2.66 4.04
C -6.29 4.74 -0.89
H -2.59 -0.98 -4.98
C 3.44 4.83 1.32
C -1.44 -5.10 -0.57
Si 4.55 1.34 -1.16
H -0.42 -6.75 -3.91
C -1.31 0.07 -0.74
C -6.37 3.45 -0.37
C -5.00 -1.58 -3.86
H -6.16 2.60 -1.01
H 0.58 2.72 8.66
P -0.91 0.90 -4.00
H 0.64 -0.91 -0.49
H 7.03 0.82 -0.58
H 3.52 -0.94 -1.01
C 4.60 2.97 2.97
O -0.35 -5.88 -3.45
C 2.92 0.40 6.61
H -6.78 2.26 1.37
C -6.71 3.26 0.96
H -4.71 -0.95 -4.77
H 5.30 0.98 1.89
H 0.24 -3.38 -3.54
C -6.55 5.83 -0.07
H -4.87 -0.91 -2.95
H 3.69 2.91 -3.04
C -2.62 -2.38 -3.11
C 1.24 2.08 8.08
C 6.35 -2.15 3.44
H -7.10 6.49 1.92
N -0.80 -0.81 -3.80
C 2.20 0.18 -2.59
N -1.69 -3.44 -2.60
H 2.92 5.83 1.12
C 4.83 2.01 1.79
S -7.59 -0.20 -2.11
N -6.49 7.19 -0.62
H -8.49 -0.86 -4.36
H 5.51 -3.65 6.38
H 3.36 4.14 -0.94
N 4.16 -2.17 4.58
O -6.23 7.31 -1.81
C -0.05 -1.36 -2.68
H -1.97 -5.29 0.44

Electronic energy (eV)
-19832.78066, -45280.93954, -9211.72337, -64575.20948, -16109.32679, -37382.74280, -95334.08808, -168457.61644, -8862.69690, -132813.73560